The following is a DFT calculation (the ωB97M-V functional and the def2-TZVPD basis) of C5H8O in the gas phase.

Cartesian coordinates (Å):
C1 -2.9105 -0.0402 -0.1617
C2 -1.5892 -0.0722 0.3730
C3 -0.4043 -0.0542 -0.2402
C4 1.0454 0.3269 0.2664
O1 1.7602 1.0930 -0.6092
C5 1.8219 -1.0551 0.3193
H1 -3.7364 0.3088 0.4115
H2 -3.0334 -0.3724 -1.1953
H3 -1.5204 0.0698 1.4635
H4 -0.4456 0.0852 -1.3331
H5 0.9090 0.8295 1.2055
H6 1.9206 -1.4377 -0.6987
H7 1.2093 -1.8651 0.9002
H8 2.8350 -0.9925 0.7790

Atoms 1-6, force components in eV/Å:
C 4.1 -0.6 -0.2
C -5.3 0.6 2.9
C 4.3 1.2 -3.1
C 0.9 -1.0 -3.0
O -1.9 -0.4 1.1
C -1.4 -1.7 1.8

Summary:
**Charge**: 0
**Orbital gap**: 4.93 eV
**E_tot**: -270.342845 hartree
**Multiplicity**: 1
**Molecular weight**: 84.118 g mol⁻¹
**ΔE to the lowest compared entry with this formula, charge and spin**: 5.852 eV